[1]
Molecular formula: C34H21ClN3O2S6Ta
Method: DFT, ωB97M-V/def2-TZVPD

Results
Total charge: 0
HOMO in eV: -7.943
Kohn-Sham gap in eV: 6.92
LUMO energy in eV: -1.03

Atoms and positions in Å:
Ta 0.937 1.497 -0.064
S 0.248 3.836 -0.059
C -0.781 3.985 -1.480
C -1.796 4.939 -1.479
C -2.593 5.116 -2.596
C -2.375 4.359 -3.737
C -1.360 3.416 -3.758
C -0.586 3.217 -2.624
S 0.797 2.100 -2.605
C 0.219 0.652 -3.528
C -0.718 -0.326 -2.864
C -1.769 -0.837 -3.609
C -2.454 -1.937 -3.116
C -2.016 -2.520 -1.944
C -0.957 -1.939 -1.244
C -0.394 -2.769 -0.098
S 0.524 -2.054 1.305
C 2.274 -1.910 0.773
C 3.123 -3.122 1.015
C 4.422 -3.211 0.683
C 5.268 -2.237 -0.001
C 4.963 -0.997 -0.412
C 3.627 -0.355 -0.219
S 3.368 1.250 -0.974
N -0.385 -0.816 -1.669
H -1.940 5.539 -0.589
H -3.382 5.857 -2.582
H -2.986 4.508 -4.617
H -1.181 2.848 -4.661
H 1.156 0.139 -3.756
H -0.207 1.015 -4.459
H -2.033 -0.407 -4.566
H -3.280 -2.367 -3.668
H -2.475 -3.430 -1.579
H 0.218 -3.563 -0.535
H -1.229 -3.244 0.419
H 2.638 -3.967 1.488
H 4.919 -4.142 0.928
H 6.271 -2.587 -0.217
H 5.698 -0.420 -0.962
S 2.311 2.240 1.805
C 2.020 0.494 1.670
C 1.421 0.096 2.947
C 2.116 -0.638 3.846
C 1.530 -0.990 5.096
N 1.038 -1.294 6.090
C 3.533 -0.898 3.573
C 4.006 -0.751 2.326
C 3.031 -0.558 1.204
S 2.364 -1.478 -1.005
C 4.413 -1.197 4.659
N 5.117 -1.467 5.527
H 0.459 0.513 3.211
H 5.069 -0.771 2.137
Cl -6.801 -1.180 2.795
C -5.324 -0.540 2.163
C -4.177 -0.570 2.943
C -2.996 -0.071 2.424
C -2.963 0.457 1.135
C -4.124 0.492 0.371
C -5.308 -0.009 0.880
C -1.682 0.934 0.561
O -1.585 1.339 -0.613
O -0.633 0.880 1.287
H -4.211 -0.977 3.944
H -2.091 -0.099 3.016
H -4.088 0.911 -0.627
H -6.216 0.014 0.293

=====

[2]
Molecular formula: C5H11N2O
Method: DFT, ωB97M-V/def2-TZVPD

Results
Total charge: +1
HOMO in eV: -13.871
Kohn-Sham gap in eV: 11.02
LUMO energy in eV: -2.85

Atoms and positions in Å:
C -0.228 -0.814 0.175
C 2.270 0.445 -0.729
C 1.434 0.517 0.468
C -2.621 -0.808 -0.161
C -1.482 1.297 0.196
N -1.280 -0.120 0.151
N 2.494 -0.526 0.303
O 0.189 -1.960 0.064
H 1.923 -0.073 -1.567
H 3.242 1.072 -0.777
H 1.464 1.265 1.388
H -2.389 -1.930 0.005
H -3.326 -0.578 0.620
H -2.890 -0.728 -1.138
H -1.839 1.715 1.099
H -0.507 1.740 -0.130
H -2.202 1.613 -0.707
H 2.276 -1.574 0.116
H 3.471 -0.554 0.623

=====

[3]
Molecular formula: C5H14O3Si2
Method: DFT, ωB97M-V/def2-TZVPD

Results
Total charge: 0
HOMO in eV: -9.645
Kohn-Sham gap in eV: 9.89
SMILES: C=C[Si@](C)(O)O[Si](C)(C)O
LUMO energy in eV: 0.24

Atoms and positions in Å:
C -2.731 -1.856 -0.462
C -1.674 -1.053 -0.676
C -2.391 1.128 1.539
C 2.048 -1.503 0.615
C 3.298 1.233 -0.103
O -1.884 1.790 -1.412
O 1.499 -0.062 -1.952
O 0.344 0.690 0.347
Si -1.563 0.778 -0.160
Si 1.697 0.124 -0.318
H -2.646 -2.865 -0.517
H -3.609 -1.522 0.055
H -0.757 -1.620 -1.140
H -2.194 2.116 1.746
H -3.396 0.998 1.345
H -1.793 0.416 2.223
H 2.421 -2.258 0.003
H 2.683 -1.452 1.426
H 1.063 -1.923 0.846
H 3.242 2.238 0.164
H 4.064 0.957 0.764
H 4.016 1.321 -0.901
H -2.364 2.624 -1.218
H 0.626 -0.300 -2.213

=====

[4]
Molecular formula: C29H46Cl2N2O4PS2
Method: DFT, ωB97M-V/def2-TZVPD

Results
Total charge: +1
HOMO in eV: -10.891
Kohn-Sham gap in eV: 6.77
SMILES: CCOP(=O)(CCc1ccc2c([C@H](Cl)[C@H](C)Cl)c(CCCSC(=S)N(CC)CC)[nH+]c(C[C@H](C)O)c2c1)OCC
LUMO energy in eV: -4.12

Atoms and positions in Å:
C 1.693 2.784 -0.008
C 3.066 3.074 -0.626
O 4.013 3.350 0.432
P 5.542 2.914 0.265
O 6.370 3.362 1.388
C 5.552 1.130 0.115
C 4.950 0.503 1.396
C 3.861 -0.483 1.128
C 4.177 -1.729 0.525
C 3.230 -2.672 0.274
C 1.882 -2.446 0.629
C 0.865 -3.427 0.407
C 1.135 -4.718 -0.316
Cl 2.081 -5.810 0.726
C 1.742 -4.619 -1.733
C 1.383 -3.341 -2.473
Cl 1.109 -6.031 -2.649
C -0.389 -3.183 0.864
C -1.588 -4.072 0.797
C -2.539 -3.678 -0.363
C -3.936 -3.240 0.105
S -4.267 -1.645 -0.654
C -5.629 -1.017 0.241
S -6.358 -1.800 1.467
N -5.969 0.226 -0.313
C -6.452 1.193 0.695
C -6.020 2.630 0.358
C -6.912 -0.006 -1.463
C -7.714 1.214 -1.869
N -0.634 -1.974 1.472
C 0.248 -1.002 1.681
C -0.256 0.215 2.383
C -1.101 1.145 1.492
C -1.419 2.443 2.230
O -2.329 0.513 1.137
C 1.566 -1.212 1.254
C 2.570 -0.246 1.469
O 6.022 3.376 -1.174
C 5.895 4.771 -1.545
C 6.879 5.064 -2.666
H 1.345 1.794 -0.302
H 1.762 2.841 1.076
H 0.962 3.524 -0.327
H 3.408 2.219 -1.205
H 3.010 3.940 -1.278
H 6.598 0.844 0.031
H 5.027 0.779 -0.773
H 5.755 -0.003 1.927
H 4.579 1.270 2.076
H 5.213 -1.914 0.270
H 3.531 -3.611 -0.160
H 0.181 -5.212 -0.470
H 2.813 -4.782 -1.684
H 2.146 -2.576 -2.334
H 1.323 -3.546 -3.538
H 0.415 -2.950 -2.163
H -2.093 -3.972 1.760
H -1.296 -5.115 0.730
H -2.078 -2.843 -0.893
H -2.616 -4.521 -1.044
H -4.703 -3.964 -0.157
H -3.990 -3.106 1.184
H -5.997 0.911 1.640
H -7.527 1.118 0.857
H -6.886 3.282 0.259
H -5.494 2.639 -0.592
H -5.369 3.026 1.131
H -6.301 -0.313 -2.312
H -7.573 -0.845 -1.231
H -8.238 0.978 -2.793
H -8.484 1.448 -1.137
H -7.090 2.090 -2.008
H -1.583 -1.794 1.788
H -0.903 -0.104 3.202
H 0.579 0.782 2.774
H -0.535 1.363 0.581
H -1.039 3.301 1.680
H -2.501 2.552 2.266
H -1.037 2.452 3.247
H -2.248 0.024 0.311
H 2.315 0.684 1.953
H 4.878 4.961 -1.880
H 6.098 5.391 -0.674
H 7.801 5.492 -2.287
H 6.430 5.762 -3.370
H 7.095 4.146 -3.206

=====

[5]
Molecular formula: C26H25F3N2O4S3
Method: DFT, ωB97M-V/def2-TZVPD

Results
Total charge: 0
HOMO in eV: -8.262
Kohn-Sham gap in eV: 6.84
LUMO energy in eV: -1.42

Atoms and positions in Å:
F 0.501 -2.196 3.395
C -0.577 -1.643 2.730
F -0.663 -2.356 1.525
F -1.712 -1.986 3.439
S -0.449 0.070 2.575
N -0.978 -0.693 -2.339
S -1.443 -1.995 -3.267
C -2.799 -2.466 -2.209
C -3.954 -3.012 -2.781
C -5.053 -3.264 -1.957
C -4.991 -2.982 -0.585
C -3.798 -2.519 -0.015
C -2.706 -2.253 -0.840
O -2.028 -1.556 -4.504
O -0.438 -3.033 -3.241
S 0.475 -0.142 -2.342
C 1.697 -1.310 -1.816
C 1.423 -2.247 -0.824
C 2.459 -3.022 -0.308
C 3.746 -2.902 -0.838
C 4.001 -1.998 -1.874
C 2.977 -1.196 -2.371
O 0.927 0.504 -3.543
O 0.515 0.876 -1.169
H -3.981 -3.201 -3.852
H -5.963 -3.674 -2.398
H -5.868 -3.126 0.049
H -3.704 -2.358 1.060
H -1.789 -1.849 -0.427
H 0.410 -2.366 -0.458
H 2.239 -3.716 0.504
H 4.552 -3.524 -0.447
H 4.999 -1.906 -2.303
H 3.141 -0.484 -3.174
C 3.732 2.442 2.599
C 3.881 0.989 2.123
C 2.555 0.596 1.460
N 1.779 1.845 1.365
C 0.542 1.861 0.906
C -0.107 0.678 0.276
C -1.591 1.015 0.083
C -1.634 2.496 0.326
C -0.392 2.968 0.818
C -0.246 4.335 1.120
C -1.319 5.194 0.877
C -2.548 4.709 0.394
C -2.716 3.343 0.133
C 2.393 2.969 2.066
H 3.742 2.501 3.693
H 4.547 3.067 2.222
H 4.684 0.900 1.385
H 4.109 0.308 2.950
H 2.694 0.145 0.465
H 1.992 -0.127 2.077
H 0.168 -0.359 0.505
H -1.974 0.735 -0.906
H -2.206 0.490 0.833
H 0.696 4.707 1.519
H -1.208 6.261 1.075
H -3.377 5.397 0.218
H -3.661 2.933 -0.228
H 1.747 3.326 2.884
H 2.547 3.803 1.368

=====

[6]
Molecular formula: H4O2
Method: DFT, ωB97M-V/def2-TZVPD

Results
Total charge: 0
HOMO in eV: -10.974
Kohn-Sham gap in eV: 11.58
SMILES: O.O
LUMO energy in eV: 0.61

Atoms and positions in Å:
O -8.471 12.788 8.337
H -8.525 11.896 7.981
H -7.651 12.801 8.858
O -6.255 11.964 10.220
H -6.347 11.004 10.213
H -5.819 12.166 11.056

=====

[7]
Molecular formula: C10H4N2O4Sm
Method: DFT, ωB97M-V/def2-TZVPD

Results
Total charge: +3
HOMO (alpha / beta) in eV: -20.400 / -20.416
2S+1: 6
Kohn-Sham gap (alpha / beta) in eV: 5.81 / 6.28
LUMO energy (alpha / beta) in eV: -14.59 / -14.14

Atoms and positions in Å:
Sm -0.489 1.218 -1.509
O 2.349 2.496 -3.346
C 1.411 2.154 -2.832
C -2.157 -0.442 -2.091
O -2.695 -1.398 -2.458
C -1.956 2.292 0.097
O -2.376 2.901 0.985
C -2.300 2.340 -2.742
O -2.937 2.969 -3.470
N 2.495 -3.162 3.804
C 1.972 -2.496 2.999
C 1.318 -1.674 2.006
C 0.884 -2.243 0.807
C 0.246 -1.458 -0.121
N 0.044 -0.147 0.165
C 0.469 0.450 1.307
C 1.110 -0.316 2.251
H 1.033 -3.296 0.594
H -0.126 -1.852 -1.072
H 0.267 1.517 1.451
H 1.437 0.148 3.175

=====

[8]
Molecular formula: C35H45F4N4PSSn
Method: DFT, ωB97M-V/def2-TZVPD

Results
Total charge: -1
HOMO (alpha / beta) in eV: -3.182 / -3.893
2S+1: 2
Kohn-Sham gap (alpha / beta) in eV: 5.81 / 6.51
LUMO energy (alpha / beta) in eV: 2.62 / 2.62

Atoms and positions in Å:
Sn -0.948 0.362 -0.987
C -3.040 3.083 -1.414
N -2.438 2.163 -2.357
C -3.427 1.428 -3.121
C -1.427 2.803 -3.175
C -0.529 1.821 -3.937
N -0.398 0.531 -3.263
C 0.205 -0.452 -3.965
C -0.174 -1.801 -3.753
F -1.164 -2.055 -2.872
C 0.403 -2.863 -4.407
F -0.026 -4.110 -4.119
C 1.394 -2.690 -5.356
C 1.772 -1.387 -5.605
F 2.747 -1.150 -6.507
C 1.217 -0.310 -4.945
F 1.736 0.909 -5.219
H -3.594 3.894 -1.915
H -2.263 3.528 -0.788
H -3.733 2.542 -0.768
H -4.036 2.095 -3.753
H -4.088 0.889 -2.440
H -2.925 0.696 -3.753
H -0.811 3.398 -2.503
H -1.879 3.501 -3.903
H 0.422 2.341 -4.086
H -0.946 1.644 -4.939
H 1.846 -3.525 -5.869
C 3.269 -0.434 -1.746
C 2.852 -0.482 -0.277
C 3.944 -0.985 0.661
P 1.195 -1.287 -0.133
C 1.335 -2.993 -0.870
C 2.579 -3.849 -0.617
C 0.057 -3.783 -0.583
C 0.870 -1.453 1.639
C 1.260 -2.550 2.409
C 1.029 -2.639 3.773
C 1.476 -3.831 4.579
C 0.398 -1.546 4.379
C 0.006 -0.439 3.665
C 0.205 -0.344 2.255
N -0.212 0.690 1.515
C -0.593 1.887 2.145
C -1.940 2.263 2.270
C -3.037 1.286 1.947
C -2.264 3.518 2.773
C -1.293 4.415 3.195
C -1.666 5.789 3.687
C 0.032 4.008 3.130
C 0.397 2.769 2.621
C 1.840 2.356 2.597
H 4.178 0.161 -1.861
H 2.486 0.033 -2.348
H 3.467 -1.429 -2.152
H 2.606 0.545 0.010
H 4.282 -1.990 0.405
H 3.597 -0.997 1.695
H 4.810 -0.319 0.602
H 1.340 -2.761 -1.939
H 2.722 -4.098 0.434
H 3.486 -3.364 -0.974
H 2.473 -4.790 -1.166
H 0.020 -4.102 0.460
H 0.023 -4.674 -1.216
H -0.834 -3.193 -0.801
H 1.773 -3.373 1.927
H 1.769 -4.656 3.928
H 0.678 -4.193 5.233
H 2.334 -3.594 5.215
H 0.210 -1.574 5.449
H -0.482 0.388 4.170
H -2.931 0.849 0.955
H -4.016 1.763 2.012
H -3.019 0.461 2.663
H -3.312 3.794 2.854
H -2.641 5.782 4.177
H -1.718 6.502 2.860
H -0.930 6.168 4.399
H 0.812 4.682 3.473
H 2.495 3.217 2.734
H 2.079 1.874 1.651
H 2.049 1.633 3.391
S 1.371 3.286 -0.913
C 0.620 1.910 -0.915
C -2.537 -2.384 1.682
C -3.639 -2.044 0.791
N -4.507 -1.775 0.088
H -2.623 -3.418 2.012
H -2.544 -1.727 2.550
H -1.586 -2.242 1.171

=====

Q: Which maximum force values were calculated for the entries above? A: 1.467 6.157 4.719 0.959 3.026 0.325 7.472 0.197, in eV/Å.
Q: Which ΔE to the lowest compared entry with this formula, charge and spin values were calculated for the entries above? A: 511.4 481.8 94.6 0.0 0.0 6.3 42.7 69.7, in kJ/mol.
Q: Which molecular weight values were calculated for the entries above? A: 912.36 115.16 178.34 652.71 582.69 36.03 366.51 779.52, in g/mol.